Computed, not measured: an isolated molecule of C13H17FINO5P2, with ωB97M-V with the def2-TZVPD basis set.

Computed properties:
**E_HOMO**: -8.570 eV
**Net charge**: 0
**Kohn-Sham gap**: 8.19 eV
**SMILES string**: C=C[C@@H](O[C@@](I)(C=C)PP(=O)(O)O)[C@H](OCF)c1cccnc1

Cartesian coordinates (Å):
C (0.578895, -1.388257, 2.766273)
C (-0.015556, -0.518080, 1.878291)
C (0.381577, -0.452944, 0.379747)
O (-0.651243, -0.409531, -0.599302)
C (-1.821385, 0.304301, -0.326234)
I (-1.623169, 2.333196, 0.433165)
C (-2.488209, 0.516265, -1.765329)
C (-2.640537, -0.566986, -2.613364)
P (-3.142413, -0.715215, 0.631438)
P (-4.998624, 0.420061, 0.759926)
O (-4.847158, 1.673752, 1.544933)
O (-5.731488, 0.685994, -0.717370)
O (-6.064710, -0.563447, 1.608558)
C (1.540827, 0.655726, 0.185035)
O (1.336408, 1.403928, -1.035715)
C (1.700829, 2.742054, -0.845195)
F (3.099234, 2.918699, -0.735405)
C (2.924881, -0.075704, 0.009696)
C (3.381376, -0.497775, -1.334884)
C (4.663457, -1.197112, -1.287441)
C (5.449337, -1.431220, -0.090760)
N (5.002212, -1.026655, 1.124976)
C (3.799925, -0.410528, 1.116148)
H (0.762067, -2.463935, 2.531569)
H (0.817046, -0.962879, 3.776575)
H (-0.839724, 0.109094, 2.314020)
H (0.936817, -1.420559, 0.193813)
H (-2.799957, 1.528413, -2.121545)
H (-2.203570, -0.595921, -3.644123)
H (-3.235678, -1.473216, -2.325347)
H (-3.355012, -1.907643, -0.145260)
H (-6.253721, -0.128613, -0.879929)
H (-5.577775, -1.043121, 2.304757)
H (1.582459, 1.333127, 1.073823)
H (1.249676, 3.182156, 0.087457)
H (1.362169, 3.400318, -1.690364)
H (2.811016, -0.300589, -2.263200)
H (5.074672, -1.585128, -2.253516)
H (6.419293, -1.965582, -0.173103)
H (3.415758, -0.106445, 2.127188)

Forces on the atoms, in the same order (eV/Å):
C -0.58 0.94 -0.67
C -0.02 -0.76 0.60
C 0.60 -1.60 1.06
O -0.31 0.65 0.77
C -2.80 0.17 -2.48
I -0.05 -0.49 0.23
C 0.45 -0.93 -0.69
C -0.26 0.29 0.40
P 1.03 -0.65 1.65
P -1.93 1.71 0.77
O 0.49 -1.17 -1.26
O 0.29 -1.55 2.12
O 1.50 0.12 -1.59
C 0.94 -0.74 -0.29
O 0.22 1.07 1.14
C -0.36 1.15 0.00
F -0.95 -0.43 -0.10
C 1.43 -1.11 -1.24
C 1.68 -0.52 3.54
C -0.53 0.28 -0.37
C -1.96 0.78 -0.94
N -0.60 -0.01 -1.73
C -1.45 0.83 0.10
H 1.07 1.28 -0.12
H -1.18 -1.14 -0.55
H 1.68 0.52 -0.53
H -0.83 0.86 -0.04
H 1.67 -0.55 0.14
H -1.65 0.79 0.47
H 1.90 0.22 0.31
H -0.10 0.93 -0.22
H 0.15 0.59 -0.33
H -0.25 0.29 -0.25
H -0.13 -0.46 -0.72
H 0.57 -0.67 -0.64
H 0.33 -1.14 0.42
H 0.55 -0.20 0.79
H -0.35 0.44 0.98
H -0.81 0.51 0.23
H 0.52 -0.28 -0.97

natural (NBO) population analysis, charges in e, atoms 1 to 8:
1. C -0.386
2. C -0.241
3. C 0.030
4. O -0.541
5. C -0.103
6. I 0.172
7. C -0.230
8. C -0.393